Arrangement i

Entry from OMol25: a molecular structure, CH26O16Zn (ωB97M-V/def2-TZVPD).

- E_HOMO (eV) = -9.67
- gap between HOMO and LUMO (eV) = 8.435

CARTESIAN COORDINATES (ANGSTROEM)
Zn: -0.60696 -2.19402 0.99551
C: -0.11619 0.04849 0.24402
O: -0.93709 -0.86965 -0.37857
O: 0.55662 0.87078 -0.44786
O: 0.24120 -0.45575 1.38011
O: 1.59234 3.20289 -2.72578
H: 2.37019 3.32242 -3.25214
H: 1.36858 2.27342 -2.93202
O: 2.66836 -0.67829 -0.32190
H: 1.87761 -0.10468 -0.24074
H: 3.39609 -0.13671 0.10488
O: -1.21530 2.62622 -1.23665
H: -0.68671 1.89140 -0.88596
H: -1.89595 2.71747 -0.60072
O: 2.79503 -1.62577 2.52160
H: 2.37662 -0.93236 2.00883
H: 3.59589 -1.82082 2.05338
O: 1.06168 -2.91456 0.10311
H: 1.67434 -2.24841 -0.31284
H: 1.70819 -3.58239 0.30192
O: -2.36334 -1.66607 2.09932
H: -2.51398 -0.71608 2.29741
H: -3.12676 -2.00042 1.63900
O: -2.92881 0.52027 -0.12508
H: -2.86816 0.79110 0.77304
H: -2.06019 0.13734 -0.23950
O: -2.20649 -1.34230 -2.66022
H: -3.07404 -1.44919 -2.31162
H: -1.63250 -1.09761 -1.94296
O: 1.46243 0.40736 -2.94070
H: 1.08501 0.46551 -2.04630
H: 1.40139 -0.50754 -3.13705
O: -2.39436 1.05393 2.54231
H: -1.68675 1.63052 2.32007
H: -3.02491 1.51757 3.12309
O: -1.98991 -3.32079 -0.09457
H: -2.81674 -3.47915 -0.55427
H: -1.37997 -3.63874 -0.75395
O: 1.89123 1.30978 2.41887
H: 1.20526 0.76120 1.99070
H: 1.59630 2.20161 2.12285
O: 2.21730 3.09685 -0.06464
H: 1.56382 2.44913 0.08381
H: 1.81967 3.48604 -0.91778

So, what does the Mulliken scheme give us? The charges, in e, come out as: Zn 0.241; C 2.167; O -0.202; O -0.648; O -1.191; O -0.642; H 0.286; H 0.342; O -0.815; H 0.377; H 0.300; O -0.641; H 0.100; H 0.316; O -0.659; H 0.286; H 0.278; O -0.370; H 0.340; H 0.292; O -0.500; H 0.368; H 0.351; O -0.777; H 0.658; H -0.022; O -0.678; H 0.280; H 0.369; O -0.772; H 0.418; H 0.314; O -0.582; H 0.267; H 0.235; O -0.421; H 0.271; H 0.292; O -0.682; H 0.338; H 0.282; O -0.724; H 0.103; H 0.457

Arrangement ii

Entry from OMol25: a molecular structure, CH26O16Zn (ωB97M-V/def2-TZVPD).

- E_HOMO (eV) = -10.00
- gap between HOMO and LUMO (eV) = 8.665

CARTESIAN COORDINATES (ANGSTROEM)
Zn: 2.10466 0.64998 -0.18645
C: 0.00566 -0.05202 0.05055
O: 0.47066 0.27798 -1.12345
O: -1.23834 0.19098 0.29555
O: 0.85266 -0.31702 0.98455
O: 0.34166 -3.03002 1.03755
H: 0.44066 -2.22802 0.53055
H: 0.50566 -2.63402 1.86055
O: -1.61834 1.38298 2.40255
H: -1.27334 2.25798 2.17855
H: -1.59434 0.88098 1.62655
O: 0.76866 -2.80602 -1.85145
H: -0.13334 -2.51902 -1.90445
H: 1.05766 -2.97802 -2.77845
O: 1.50466 2.47698 0.46155
H: 1.49766 2.52698 1.44355
H: 1.71566 3.34798 0.08555
O: -1.74334 -1.67102 2.57055
H: -1.43734 -1.15102 1.87455
H: -2.68934 -1.57002 2.67355
O: 2.90366 -1.29002 -0.64845
H: 3.23966 -1.78802 0.14955
H: 2.40166 -1.92902 -1.21245
O: 0.71466 -0.42402 3.78255
H: 0.35866 -0.10402 2.96255
H: 0.34066 -1.36002 3.83355
O: -3.95334 0.42398 0.48055
H: -2.98234 0.26598 0.44455
H: -4.13034 0.62498 -0.46445
O: -1.70434 -1.99602 -1.62345
H: -1.53334 -1.24702 -1.01945
H: -1.77934 -2.78002 -1.05945
O: -0.92234 0.44798 -3.61645
H: -0.30334 0.65198 -4.32945
H: -0.42334 0.10198 -2.86345
O: 0.84166 2.90798 -2.51745
H: -0.02234 2.86598 -2.11045
H: 0.82566 3.07598 -3.43845
O: -1.57434 2.44398 -1.02645
H: -1.89434 2.40298 -1.90145
H: -1.47934 1.57898 -0.65845
O: 3.63166 0.65698 1.20455
H: 3.79166 0.00198 1.94255
H: 4.11466 1.42998 1.45755

So, what does the Mulliken scheme give us? The charges, in e, come out as: Zn 0.340; C 1.623; O -0.771; O 0.258; O -0.589; O -0.694; H 0.131; H 0.390; O -0.689; H 0.322; H 0.252; O -0.672; H 0.341; H 0.306; O -0.418; H 0.307; H 0.289; O -0.620; H 0.202; H 0.292; O -0.427; H 0.335; H 0.314; O -0.699; H 0.298; H 0.335; O -0.683; H 0.414; H 0.319; O -0.893; H 0.058; H 0.339; O -0.678; H 0.312; H 0.258; O -0.571; H 0.423; H 0.232; O -0.887; H 0.259; H 0.122; O -0.390; H 0.311; H 0.297

The winner here is arrangement ii, beating the second structure by 12.2 kcal/mol.

Arrangement i

Entry from OMol25: H5NO2Si in the gas phase (ωB97M-V/def2-TZVPD).

- SMILES = N[SiH](O)O
- E_HOMO (eV) = -9.97
- gap between HOMO and LUMO (eV) = 10.630

CARTESIAN COORDINATES (ANGSTROEM)
N: 0.02579 1.21205 0.00661
O: -1.13988 -1.08322 0.75417
O: 0.90776 -0.99711 -1.20670
Si: 0.28922 -0.55299 0.23524
H: -0.75381 1.43251 0.62455
H: 0.52289 2.08054 -0.14732
H: -1.89759 -0.81014 0.30590
H: 0.76085 -0.30199 -1.79964
H: 1.28477 -0.97964 1.22718

So, what does the Mulliken scheme give us? The charges, in e, come out as: N -0.503; O -0.453; O -0.488; Si 0.519; H 0.204; H 0.199; H 0.324; H 0.328; H -0.132

Arrangement ii

Entry from OMol25: H5NO2Si in the gas phase (ωB97M-V/def2-TZVPD).

- SMILES = N[SiH](O)O
- E_HOMO (eV) = -10.04
- gap between HOMO and LUMO (eV) = 10.634

CARTESIAN COORDINATES (ANGSTROEM)
N: -0.33216 0.51513 1.15830
O: -1.36912 -0.39126 -1.14668
O: 1.37302 0.39615 -1.11689
Si: 0.25504 -0.33670 -0.21527
H: -0.20615 1.46879 1.10755
H: -0.19141 0.19328 2.07563
H: -2.26329 -0.29583 -0.80311
H: 1.55818 1.30929 -1.11652
H: 0.90451 -1.56330 -0.22440

So, what does the Mulliken scheme give us? The charges, in e, come out as: N -0.462; O -0.643; O -0.435; Si 0.619; H 0.203; H 0.234; H 0.309; H 0.305; H -0.130

Arrangement iii

Entry from OMol25: H5NO2Si in the gas phase (ωB97M-V/def2-TZVPD).

- SMILES = N[SiH](O)O
- E_HOMO (eV) = -10.00
- gap between HOMO and LUMO (eV) = 10.506

CARTESIAN COORDINATES (ANGSTROEM)
N: 0.15869 1.16918 -0.47251
O: -1.50264 -0.96350 0.06501
O: 1.40428 -1.33739 0.03062
Si: 0.34468 -0.19037 0.45857
H: -0.88717 1.35677 -0.62306
H: 0.82227 1.95983 -0.52292
H: -2.20907 -0.30180 -0.07684
H: 1.59932 -1.58902 -0.83152
H: 0.26965 -0.10371 1.97264

So, what does the Mulliken scheme give us? The charges, in e, come out as: N -0.418; O -0.687; O -0.440; Si 0.598; H 0.221; H 0.234; H 0.249; H 0.324; H -0.083

Arrangement iv

Entry from OMol25: H5NO2Si in the gas phase (ωB97M-V/def2-TZVPD).

- SMILES = N[SiH](O)O
- E_HOMO (eV) = -10.09
- gap between HOMO and LUMO (eV) = 10.791

CARTESIAN COORDINATES (ANGSTROEM)
N: -0.01240 -1.47983 -0.20897
O: 1.27626 0.93891 0.05862
O: -1.42785 0.90710 -0.66883
Si: -0.41791 0.10219 0.31780
H: -0.66546 -2.18833 -0.61908
H: 0.97711 -1.63345 -0.47039
H: 1.64607 1.47803 0.73369
H: -0.91395 1.67793 -0.84637
H: -0.46188 0.19744 1.70353

So, what does the Mulliken scheme give us? The charges, in e, come out as: N -0.456; O -0.675; O -0.426; Si 0.578; H 0.231; H 0.248; H 0.288; H 0.322; H -0.110

The winner here is arrangement i, beating the second structure by 16.5 kcal/mol.